18
Properties=species:S:1:pos:R:3:lowdin_charge:R:1 method="wB97M-V/def2-TZVPD" e_lumo_ev=0.975 homo_ev=-8.521
N -0.04 0.75 -1.18 -0.187
N 1.12 0.04 -1.21 0.019
N -0.40 -0.88 2.89 0.082
N -0.52 0.92 1.44 0.149
N 0.56 -1.10 0.83 0.097
C -0.16 -0.30 1.76 -0.567
C -0.50 1.12 -2.54 -0.104
C 1.34 -0.80 -0.28 -0.192
C -1.16 0.04 -1.81 -0.124
H -0.90 -0.92 -2.22 0.100
H -0.97 2.15 -2.65 0.123
H -0.80 -0.23 3.54 0.020
H -0.28 1.30 0.54 0.050
H -2.07 0.12 -1.24 0.102
H 0.91 -1.90 1.33 0.119
H 2.32 -1.28 -0.35 0.120
H 0.14 0.79 -3.29 0.076
H -0.60 1.58 2.20 0.117

20
Properties=species:S:1:pos:R:3:lowdin_charge:R:1 method="wB97M-V/def2-TZVPD" e_lumo_ev=0.485 homo_ev=-7.751
P 2.88 -0.30 -0.71 0.828
P 1.19 -0.37 3.35 0.819
N 1.67 -0.91 0.07 -0.360
N 0.78 -1.48 2.40 -0.331
N 0.64 -1.35 -0.57 -0.268
N -0.46 -1.70 0.26 -0.038
N -0.63 -1.02 1.44 -0.126
C -0.01 0.90 2.73 -0.405
C -0.56 0.44 1.38 -0.259
C 2.14 -0.73 -2.35 -0.414
C 0.68 -1.33 -2.03 -0.179
H -1.61 0.79 1.30 0.128
H 1.91 0.09 -3.04 0.050
H 0.11 0.69 0.59 0.066
H 2.67 -1.62 -2.86 0.078
H -0.80 1.00 3.44 0.054
H -0.28 -2.67 0.59 0.129
H -0.06 -0.57 -2.32 0.102
H 0.45 1.81 2.58 0.025
H 0.60 -2.23 -2.65 0.102

15
Properties=species:S:1:pos:R:3:lowdin_spin:R:1 method="wB97M-V/def2-TZVPD" charge=-1 e_lumo_ev="4.028 / 4.046" homo_ev="1.094 / -5.664" multiplicity=2
O -1.78 -0.25 -0.46 0.183
N 2.87 0.82 -0.58 0.101
C 3.23 -0.60 -0.78 0.056
C -3.69 0.61 0.80 0.054
C -3.06 -0.37 0.17 0.215
C 1.99 0.94 0.37 0.103
H 2.34 -1.25 -0.89 0.050
H 3.66 -0.94 0.15 0.003
H 1.85 1.90 0.98 0.015
H -3.20 1.56 0.76 0.006
H -4.76 0.58 1.05 0.009
H 1.58 0.05 0.82 0.043
H -3.52 -1.26 -0.25 0.051
H 3.95 -0.70 -1.51 0.002
H -1.48 -1.09 -0.64 0.109

15
Properties=species:S:1:pos:R:3:lowdin_charge:R:1 method="wB97M-V/def2-TZVPD" e_lumo_ev="-1.287 / -0.577" homo_ev="-7.902 / -8.875"
O -0.52 -1.26 2.28 -0.059
N 0.12 -0.89 0.08 0.002
C -0.36 0.45 -0.13 -0.460
C 0.49 -1.13 1.53 -0.506
C -1.10 0.63 -1.45 -0.045
C 1.05 0.88 -0.10 0.126
H 1.27 -1.93 1.51 0.123
H -1.34 1.69 -1.62 0.083
H 1.65 0.65 -0.97 0.085
H -0.96 0.79 0.73 0.151
H 1.48 1.55 0.63 0.071
H 1.15 -0.15 1.62 0.124
H -0.50 0.28 -2.29 0.083
H -2.04 0.07 -1.42 0.085
H -0.40 -1.62 -0.41 0.136

15
Properties=species:S:1:pos:R:3:lowdin_charge:R:1 method="wB97M-V/def2-TZVPD" e_lumo_ev=0.933 homo_ev=-9.726
O -0.69 1.59 -1.87 0.002
N -0.85 -0.36 -0.72 0.039
C -0.12 0.17 0.44 -0.400
C -0.13 -0.92 1.53 -0.064
C 1.27 0.70 0.00 -0.058
C -0.95 0.40 -1.83 -0.367
H 1.20 1.41 -0.83 0.063
H 0.13 -1.91 1.13 0.075
H -1.11 -1.02 2.01 0.079
H -1.06 -1.34 -0.78 0.129
H -0.69 1.02 0.83 0.138
H -1.26 -0.16 -2.73 0.130
H 1.92 -0.11 -0.33 0.081
H 0.59 -0.70 2.32 0.076
H 1.74 1.25 0.82 0.077

15
Properties=species:S:1:pos:R:3:lowdin_charge:R:1 method="wB97M-V/def2-TZVPD" e_lumo_ev=0.555 homo_ev=-7.900
O -0.62 -0.64 -0.04 -0.262
N -0.05 0.60 1.81 0.077
C -0.78 -0.29 1.41 -0.361
C 2.09 0.27 0.10 -0.127
C -1.81 -0.60 -0.82 -0.094
C 0.75 0.75 -0.33 -0.019
H -1.52 -0.96 1.85 0.108
H 2.83 0.55 -0.67 0.083
H 0.51 0.52 -1.37 0.085
H -2.47 -1.43 -0.55 0.088
H -2.34 0.35 -0.69 0.096
H 2.37 0.68 1.06 0.070
H -1.52 -0.73 -1.87 0.088
H 2.10 -0.83 0.17 0.086
H 0.46 1.75 -0.06 0.084

15
Properties=species:S:1:pos:R:3:lowdin_charge:R:1 method="wB97M-V/def2-TZVPD" e_lumo_ev=0.992 homo_ev=-9.122
O -3.06 0.80 -0.50 0.048
N 0.26 -0.05 0.51 -0.302
C -0.91 -0.23 -0.29 -0.205
C 0.94 -1.30 0.83 -0.097
C 1.07 0.86 -0.24 -0.123
C -1.89 0.92 -0.22 -0.245
H -1.43 -1.17 -0.04 0.133
H 0.28 -1.92 1.44 0.085
H 0.65 1.88 -0.23 0.072
H -1.46 1.90 0.05 0.120
H 1.84 -1.09 1.40 0.083
H -0.46 -0.13 -1.42 0.142
H 2.09 0.89 0.16 0.092
H 0.87 0.53 -1.38 0.105
H 1.22 -1.89 -0.07 0.091

15
Properties=species:S:1:pos:R:3:lowdin_charge:R:1 method="wB97M-V/def2-TZVPD" e_lumo_ev=0.928 homo_ev=-9.211
O 0.74 0.63 -2.15 0.006
N 0.17 0.47 0.76 -0.112
C 0.73 -0.37 -1.48 -0.391
C -0.78 1.53 0.94 -0.111
C -0.38 -1.39 -1.49 -0.068
C 0.78 -0.06 1.73 -0.039
H 1.55 -0.80 1.50 0.069
H -1.09 1.70 1.98 0.075
H 1.61 -0.68 -0.88 0.099
H -0.53 -1.86 -0.51 0.065
H -1.32 -0.95 -1.84 0.079
H 0.59 0.17 2.78 0.077
H -1.66 1.34 0.31 0.082
H -0.08 -2.18 -2.19 0.080
H -0.32 2.45 0.55 0.090

E_tot (eV)
-11742.1443, -30315.6731, -7827.5445, -7826.7312, -7831.7730, -7826.8169, -7829.7742, -7830.0414
ΔE to the lowest compared entry with this formula, charge and spin (kJ/mol)
240.05, 0.00, 231.63, 539.24, 52.77, 530.96, 245.62, 219.85